{"formula": "C19H22BiINO", "method": "the ωB97M-V functional and the def2-TZVPD basis", "e_homo_ev": -11.19, "orbital_gap_ev": 8.00, "charge": 1, "elements": ["Bi", "I", "C", "C", "C", "C", "C", "C", "C", "C", "C", "C", "H", "H", "H", "H", "H", "H", "C", "N", "C", "C", "O", "H", "H", "H", "H", "H", "H", "H", "C", "C", "C", "C", "C", "C", "H", "H", "H", "H", "H", "H", "H", "H", "H"], "positions_angstrom": [[-0.885, 0.704, 1.464], [-0.379, -1.137, 3.725], [-1.782, -2.501, 2.778], [-2.190, -3.563, 3.533], [-3.015, -4.537, 2.957], [-3.357, -4.439, 1.638], [-2.938, -3.344, 0.855], [-3.265, -3.272, -0.514], [-2.848, -2.222, -1.281], [-2.151, -1.160, -0.688], [-1.825, -1.177, 0.640], [-2.155, -2.294, 1.437], [-1.881, -3.656, 4.562], [-3.344, -5.373, 3.553], [-3.968, -5.200, 1.178], [-3.840, -4.079, -0.941], [-3.053, -2.186, -2.339], [-1.860, -0.315, -1.290], [0.631, 3.679, 0.053], [-0.609, 3.986, -0.629], [-0.901, 5.382, -0.858], [-1.454, 3.036, -0.979], [-1.360, 1.832, -0.717], [1.398, 4.376, -0.280], [0.945, 2.666, -0.196], [0.520, 3.764, 1.135], [-0.139, 5.840, -1.493], [-0.931, 5.912, 0.096], [-1.867, 5.485, -1.351], [-2.305, 3.389, -1.577], [2.952, 0.752, -2.171], [3.241, 0.021, -0.853], [4.383, 0.716, -0.101], [3.574, -1.452, -1.111], [2.024, 0.113, -0.059], [1.014, 0.236, 0.583], [3.815, 0.689, -2.828], [2.734, 1.803, -1.989], [2.095, 0.309, -2.673], [5.315, 0.621, -0.652], [4.518, 0.269, 0.880], [4.172, 1.777, 0.026], [4.486, -1.526, -1.697], [2.768, -1.938, -1.657], [3.721, -1.981, -0.172]], "forces_ev_per_angstrom": [[-0.098, -0.043, -0.797], [-0.524, -0.793, -0.031], [0.356, 0.175, 0.614], [0.271, 0.412, 0.085], [-0.103, -0.118, -0.327], [-0.018, -0.047, 0.308], [0.230, 0.320, 0.114], [0.050, 0.155, -0.218], [-0.131, -0.303, 0.037], [0.208, 0.242, 0.176], [0.133, 0.401, -0.004], [-0.197, -0.268, 0.013], [0.046, -0.049, 0.103], [-0.045, -0.083, 0.068], [-0.039, -0.080, -0.081], [-0.059, -0.089, -0.099], [-0.115, -0.038, -0.105], [-0.048, 0.091, -0.167], [0.232, -0.258, 0.061], [0.091, -0.129, 0.031], [-0.154, 0.403, -0.163], [-0.481, 0.476, -0.390], [0.197, -0.583, 0.466], [0.002, 0.039, 0.028], [-0.010, 0.068, 0.022], [0.024, 0.083, 0.038], [0.009, -0.065, 0.059], [-0.018, 0.015, -0.063], [0.023, 0.001, 0.048], [0.052, 0.019, 0.081], [0.017, -0.044, -0.010], [0.158, 0.059, -0.206], [-0.075, -0.049, 0.011], [-0.052, 0.061, 0.027], [0.184, 0.014, 0.089], [-0.431, 0.093, 0.379], [0.137, -0.005, -0.111], [0.012, 0.072, 0.009], [-0.037, -0.053, -0.086], [0.070, -0.038, -0.109], [0.056, -0.022, 0.102], [-0.023, 0.050, 0.044], [0.103, -0.005, -0.075], [-0.035, -0.037, -0.027], [0.029, -0.051, 0.057]], "mulliken_charge": [1.0601, 0.0133, 0.0640, -0.6315, -0.6278, -0.8355, 0.8622, -0.7045, -1.0193, -0.1737, -0.0546, 0.5748, 0.3754, 0.4025, 0.3987, 0.4009, 0.4124, 0.5888, -0.6380, 0.2019, -0.8511, 0.0673, -0.5308, 0.4061, -0.1432, 0.2787, 0.3267, 0.3351, 0.2866, 0.3574, -1.4841, 1.8462, -1.5084, -1.6463, 0.5112, -1.3292, 0.4289, 0.3039, 0.3787, 0.3925, 0.3902, 0.3493, 0.4132, 0.3660, 0.3851]}